[1]
{
  "formula": "C28H21F5N3O3S2Ta",
  "method": "ωB97M-V/def2-TZVPD",
  "e_tot_ha": -2821.7309,
  "total_charge": 2,
  "e_homo_ev": -14.16,
  "homo_lumo_gap_ev": 5.92,
  "de_lowest_ev": 1.3200,
  "lumo_energy_ev": -8.2,
  "symbols": ["Ta", "C", "C", "C", "C", "C", "C", "C", "C", "C", "C", "N", "C", "C", "C", "C", "C", "N", "H", "H", "H", "H", "H", "H", "H", "H", "H", "H", "H", "H", "H", "H", "H", "H", "H", "F", "C", "C", "F", "C", "F", "C", "S", "C", "F", "C", "F", "O", "S", "O", "N", "C", "O", "C", "C", "C", "C", "C", "C", "H", "H", "H", "H"],
  "coordinates": [[-0.27419, -0.19802, 0.29352], [4.60662, 2.65097, 1.61574], [3.13873, 2.34762, 1.93221], [2.97776, 1.10073, 2.75902], [3.48321, 1.11448, 4.05630], [3.37798, 0.01885, 4.89204], [2.73519, -1.12135, 4.44107], [2.19969, -1.17571, 3.16446], [1.46646, -2.41197, 2.73217], [-0.01194, -2.26659, 3.10682], [2.31833, -0.06292, 2.31531], [1.80363, -0.11561, 0.98440], [2.65663, 0.20771, 0.02639], [2.16554, 0.45707, -1.25562], [2.74481, 0.83184, -2.47353], [1.68934, 1.04443, -3.36570], [0.51531, 0.79266, -2.67698], [0.77061, 0.42825, -1.39252], [4.68482, 3.58853, 1.07202], [5.05957, 1.86798, 1.01147], [5.17859, 2.74057, 2.53448], [2.57170, 2.28768, 0.99935], [2.72624, 3.18330, 2.50226], [3.99302, 1.99669, 4.41116], [3.78966, 0.05237, 5.88900], [2.66800, -1.99118, 5.07621], [1.87082, -3.28249, 3.24944], [1.59761, -2.57207, 1.65865], [-0.12408, -2.34806, 4.18636], [-0.61463, -3.04121, 2.63649], [-0.39469, -1.27130, 2.82165], [3.71751, 0.26600, 0.24622], [3.79282, 0.94933, -2.67938], [1.76485, 1.35575, -4.38937], [-0.48987, 0.85613, -3.05712], [-4.93549, -4.08169, -3.06428], [-3.81256, -3.74999, -2.46178], [-3.35752, -2.42589, -2.50555], [-4.02469, -1.49399, -3.15799], [-2.18739, -2.11000, -1.83347], [-1.71779, -0.80647, -1.81871], [-1.44713, -3.03940, -1.11202], [0.02176, -2.59372, -0.26381], [-1.89938, -4.36317, -1.10120], [-1.21914, -5.27043, -0.42081], [-3.07481, -4.71589, -1.76674], [-3.50227, -5.96130, -1.73094], [-2.19181, -0.91598, 1.07874], [-3.07211, 0.20350, 0.61244], [-3.89225, -0.15100, -0.47742], [-1.82618, 1.24386, 0.32373], [-1.55413, 1.73200, 1.55417], [-0.38412, 1.69432, 1.94713], [-2.75830, 1.96925, 2.36923], [-2.96178, 2.82722, 3.43939], [-4.20970, 2.81195, 4.05659], [-5.21933, 1.96091, 3.62762], [-5.00907, 1.07029, 2.57430], [-3.77886, 1.10279, 1.96391], [-2.17905, 3.49633, 3.76077], [-4.39886, 3.47405, 4.88723], [-6.18151, 1.97824, 4.11751], [-5.77608, 0.38719, 2.24664]],
  "atomic_forces_ev_per_a": [[2.954, -1.710, -0.618], [-0.259, 0.096, -0.007], [0.142, 0.094, -0.073], [-0.346, -0.158, -0.022], [0.058, -0.167, -0.057], [-0.116, 0.015, -0.121], [0.079, 0.133, -0.094], [0.078, -0.069, -0.243], [-0.111, 0.193, 0.105], [0.288, -0.406, -0.231], [0.338, 0.060, 1.330], [-1.391, 0.065, -0.508], [-0.120, -0.264, -0.796], [0.453, 0.013, 0.123], [-0.387, -0.173, 0.506], [-0.265, -0.086, 0.270], [-0.093, 0.175, -0.607], [-0.706, 0.187, 0.922], [0.068, 0.074, -0.040], [0.115, -0.099, -0.032], [0.126, -0.001, 0.018], [-0.067, 0.164, 0.118], [-0.056, -0.005, -0.079], [0.011, 0.163, 0.009], [0.050, 0.010, 0.068], [-0.042, -0.109, 0.074], [0.048, 0.007, -0.115], [0.045, -0.107, 0.245], [-0.102, 0.196, 0.051], [-0.155, 0.076, -0.002], [-0.113, 0.059, -0.012], [-0.037, -0.021, 0.081], [0.174, 0.008, 0.063], [-0.025, 0.027, -0.161], [-0.070, -0.015, 0.015], [0.196, 0.067, 0.058], [0.416, 0.071, 0.216], [0.339, -0.016, 0.209], [-0.096, -0.015, -0.052], [0.032, -0.405, 0.163], [-0.006, -0.142, 0.229], [-0.401, -0.016, -0.230], [-0.182, 1.528, 0.371], [-0.241, 0.463, -0.125], [-0.081, -0.083, -0.064], [0.095, 0.267, -0.029], [0.004, 0.044, 0.001], [0.824, -0.518, 0.110], [-1.796, 0.192, -0.155], [-0.561, 0.397, 0.148], [-0.283, -0.501, -1.544], [0.146, 1.099, 1.621], [0.537, -0.673, -0.659], [-0.184, 0.232, 0.330], [0.132, -0.234, -0.213], [0.071, 0.006, -0.039], [0.109, -0.181, -0.158], [-0.216, -0.208, -0.112], [0.709, 0.103, -0.384], [0.053, 0.066, 0.064], [-0.004, 0.096, 0.041], [-0.040, -0.014, 0.025], [-0.143, -0.046, -0.003]],
  "lowdin_charge": [1.8697, -0.0657, -0.2025, -0.1656, -0.0155, -0.0268, -0.0137, -0.1801, -0.2164, -0.0927, -0.1878, -0.0762, -0.0288, -0.2838, 0.0663, -0.0048, -0.0775, -0.1419, 0.0847, 0.0707, 0.0792, 0.0913, 0.1280, 0.1250, 0.1210, 0.1268, 0.1294, 0.0323, 0.0982, 0.0715, 0.0399, 0.1603, 0.1357, 0.1237, 0.1253, 0.1820, -0.1020, -0.1418, 0.1624, -0.2065, -0.0344, -0.4625, 0.8359, -0.2144, 0.1301, -0.1143, 0.1751, -0.4137, 0.7729, -0.1760, -0.1605, -0.5104, 0.0742, -0.1236, 0.0521, 0.0039, 0.0036, 0.0160, -0.1916, 0.1406, 0.1316, 0.1332, 0.1387]
}

[2]
{
  "formula": "C28H21IN13O3S3Ti",
  "method": "ωB97M-V/def2-TZVPD",
  "e_tot_ha": -4359.1551,
  "total_charge": -2,
  "e_homo_ev": [-1.94, -2.18],
  "homo_lumo_gap_ev": [5.17, 5.40],
  "multiplicity": 2,
  "lumo_energy_ev": [3.2, 3.2],
  "symbols": ["Ti", "S", "C", "C", "C", "C", "N", "C", "C", "C", "S", "C", "N", "H", "H", "N", "C", "N", "N", "N", "N", "C", "N", "N", "N", "N", "H", "N", "C", "N", "C", "C", "C", "C", "C", "C", "H", "H", "H", "H", "H", "H", "O", "S", "C", "C", "C", "C", "H", "H", "H", "H", "H", "H", "H", "H", "I", "C", "C", "C", "C", "C", "C", "C", "O", "O", "H", "H", "H", "H"],
  "coordinates": [[-0.17590, 0.83653, -0.11841], [-1.72479, -0.02890, 1.79865], [-2.84642, -1.11916, 1.04206], [-3.32781, -2.23052, 1.73309], [-4.16392, -3.17508, 1.14009], [-4.58573, -4.31918, 1.89268], [-4.90244, -5.24012, 2.50909], [-4.55891, -2.99024, -0.19529], [-4.10744, -1.87696, -0.89197], [-3.24748, -0.92817, -0.32014], [-2.66552, 0.40591, -1.22943], [-5.39572, -3.95063, -0.85743], [-6.05658, -4.72227, -1.40019], [-3.02045, -2.37336, 2.76167], [-4.39939, -1.74503, -1.92601], [0.62147, 2.80876, -3.01594], [-0.31307, 3.31991, -2.13069], [-0.82903, 4.52856, -2.25709], [-1.66997, 4.62337, -1.20056], [-1.64642, 3.54808, -0.50118], [-0.78873, 2.66558, -1.07916], [1.49505, 1.80355, -2.66809], [2.57018, 1.51332, -3.38156], [3.11974, 0.46792, -2.72276], [2.42218, 0.15614, -1.69578], [1.34708, 0.99608, -1.61741], [0.97438, 3.46623, -3.68982], [-0.98933, -3.49694, -1.06898], [-0.57517, -2.40431, -0.36783], [-0.26682, -1.39239, -1.12339], [-0.50147, -1.82237, -2.42529], [-0.34606, -1.15068, -3.63465], [-0.68263, -1.82776, -4.78952], [-1.17112, -3.14378, -4.75592], [-1.32508, -3.82407, -3.56293], [-0.97523, -3.13709, -2.40583], [-1.43419, -4.30179, -0.66557], [-0.54874, -2.37768, 0.70933], [0.01222, -0.13140, -3.65898], [-0.57913, -1.32826, -5.74434], [-1.43887, -3.63426, -5.68381], [-1.71262, -4.83460, -3.53148], [1.16627, -0.50503, 0.92142], [2.15721, -0.44888, 2.05373], [2.30505, -2.20612, 2.51193], [3.58631, -2.76461, 1.88012], [3.90521, -1.86532, 0.68629], [3.74930, -0.44982, 1.21738], [1.40248, -2.64307, 2.08658], [2.25653, -2.30459, 3.59551], [3.46849, -3.81449, 1.60705], [4.40548, -2.70466, 2.60295], [3.18007, -2.00410, -0.11911], [4.90012, -2.04399, 0.27665], [3.67228, 0.32289, 0.45469], [4.50779, -0.18404, 1.95950], [0.52431, 7.97150, 5.02597], [0.84418, 6.22984, 3.90769], [2.09666, 5.63472, 3.93774], [2.30242, 4.48344, 3.19140], [1.27007, 3.93725, 2.44233], [0.02203, 4.54693, 2.41989], [-0.19464, 5.70650, 3.15504], [1.52334, 2.67897, 1.62715], [2.66392, 2.23911, 1.52498], [0.45701, 2.18378, 1.12399], [2.89637, 6.06344, 4.52660], [3.26721, 3.99321, 3.17545], [-0.76521, 4.12216, 1.80764], [-1.16038, 6.19203, 3.13019]],
  "atomic_forces_ev_per_a": [[-1.352, -1.110, -0.514], [0.035, -0.125, 0.044], [-0.003, 0.073, -0.101], [0.006, 0.020, 0.037], [-0.014, -0.060, 0.066], [0.024, 0.043, -0.052], [-0.004, 0.002, 0.011], [-0.070, -0.058, -0.074], [0.035, 0.052, -0.030], [-0.009, -0.066, 0.062], [0.222, 0.144, 0.040], [0.054, 0.038, 0.053], [-0.009, -0.001, -0.007], [-0.002, 0.001, -0.002], [-0.002, -0.005, 0.001], [-0.040, -0.044, -0.008], [0.085, -0.053, -0.136], [-0.073, -0.013, 0.086], [0.027, 0.071, -0.074], [0.060, -0.101, 0.018], [0.050, 0.458, -0.038], [-0.079, 0.078, -0.046], [0.016, -0.062, 0.062], [0.041, 0.041, -0.087], [-0.111, 0.035, 0.068], [0.384, -0.083, -0.120], [-0.008, 0.008, -0.004], [0.053, 0.018, -0.035], [-0.005, 0.010, 0.046], [-0.014, 0.044, 0.084], [0.042, 0.106, -0.006], [-0.010, -0.008, 0.000], [-0.015, -0.032, -0.004], [0.009, 0.020, -0.004], [0.010, 0.014, 0.006], [-0.045, -0.078, 0.022], [-0.024, 0.010, -0.001], [0.031, -0.007, 0.011], [0.000, -0.001, 0.006], [0.001, -0.001, -0.002], [0.000, 0.003, -0.002], [0.000, -0.001, 0.001], [0.195, -0.055, -0.015], [-0.127, 0.306, 0.044], [0.029, -0.139, -0.057], [0.018, 0.000, 0.009], [-0.068, -0.015, 0.027], [0.100, -0.082, -0.116], [0.009, -0.029, 0.006], [0.043, 0.018, 0.013], [-0.021, 0.003, -0.023], [0.002, -0.028, 0.013], [0.022, 0.021, -0.011], [0.021, 0.016, 0.029], [0.038, -0.055, 0.077], [0.004, 0.012, -0.007], [-0.012, 0.069, 0.045], [0.005, -0.043, -0.027], [0.001, -0.035, -0.023], [-0.011, 0.068, 0.054], [0.081, -0.194, -0.176], [0.006, 0.077, 0.027], [0.008, -0.049, -0.023], [-0.372, 0.342, 0.245], [0.104, 0.025, -0.056], [0.645, 0.392, 0.572], [-0.004, 0.002, 0.004], [-0.004, -0.002, -0.005], [-0.011, -0.008, -0.005], [0.000, 0.003, 0.003]],
  "lowdin_spin": [0.9409, -0.0043, -0.0002, 0.0023, 0.0006, 0.0001, 0.0001, 0.0006, 0.0021, -0.0007, 0.0006, 0.0001, 0.0002, -0.0001, 0.0001, 0.0009, 0.0016, 0.0001, 0.0016, 0.0036, 0.0057, 0.0035, 0.0002, 0.0030, 0.0024, 0.0059, 0.0001, -0.0001, 0.0003, 0.0009, 0.0007, 0.0001, 0.0000, -0.0001, 0.0000, 0.0001, 0.0000, 0.0003, 0.0000, 0.0000, 0.0000, 0.0000, 0.0092, 0.0036, 0.0001, 0.0000, 0.0001, 0.0012, 0.0001, 0.0000, 0.0000, 0.0000, 0.0000, 0.0000, 0.0000, 0.0000, 0.0001, 0.0004, 0.0000, 0.0003, -0.0001, 0.0003, 0.0000, 0.0037, 0.0046, 0.0030, 0.0000, 0.0000, 0.0000, 0.0000]
}

[3]
{
  "formula": "C28H21LaN7O3S",
  "method": "ωB97M-V/def2-TZVPD",
  "e_tot_ha": -2118.2950,
  "total_charge": 1,
  "e_homo_ev": -10.37,
  "homo_lumo_gap_ev": 7.13,
  "de_lowest_ev": 0.0000,
  "lumo_energy_ev": -3.2,
  "symbols": ["La", "O", "C", "C", "C", "C", "C", "C", "C", "O", "N", "N", "C", "C", "C", "C", "C", "C", "N", "H", "H", "H", "H", "H", "H", "H", "H", "H", "H", "O", "N", "C", "C", "C", "C", "C", "S", "H", "H", "H", "H", "N", "C", "C", "C", "C", "C", "C", "C", "N", "C", "C", "N", "C", "H", "H", "H", "H", "H", "H", "H"],
  "coordinates": [[0.77077, 0.53554, -0.36278], [0.77605, 4.82247, 3.77588], [-0.34372, 4.07851, 3.98325], [-1.24945, 4.44181, 4.97776], [-2.38049, 3.68759, 5.21317], [-2.62669, 2.54382, 4.45949], [-1.72206, 2.18935, 3.47929], [-0.57254, 2.94019, 3.20668], [0.29687, 2.47020, 2.09670], [0.11887, 1.22936, 1.72200], [1.13773, 3.30489, 1.54478], [1.76768, 2.67483, 0.45555], [2.79626, 3.24149, -0.02730], [3.48504, 2.62279, -1.20137], [4.53355, 3.28707, -1.81215], [5.13693, 2.70263, -2.91788], [4.66540, 1.48774, -3.37988], [3.60531, 0.89629, -2.70802], [3.03255, 1.43274, -1.63432], [0.78399, 5.53587, 4.42183], [-1.04921, 5.32933, 5.56781], [-3.06988, 3.99409, 5.98921], [-3.50769, 1.94315, 4.63330], [-1.89972, 1.30703, 2.88176], [3.17780, 4.16511, 0.40361], [4.86477, 4.24402, -1.43384], [5.96077, 3.19800, -3.41430], [5.09767, 1.00069, -4.24173], [3.19532, -0.04487, -3.05757], [0.13144, 0.82219, -2.51989], [-0.92035, 1.51614, -2.97775], [-0.78324, 2.18321, -4.14527], [-1.82022, 2.91450, -4.64220], [-3.01324, 2.95525, -3.90983], [-3.11358, 2.27950, -2.72519], [-2.03776, 1.52865, -2.20595], [-2.08142, 0.71760, -0.68840], [0.18573, 2.06294, -4.60320], [-1.69560, 3.43715, -5.57826], [-3.85604, 3.52590, -4.27539], [-4.01525, 2.30452, -2.13072], [-3.64118, -9.38937, 2.01888], [-3.00047, -8.50357, 1.66868], [-2.19397, -7.38724, 1.22985], [-2.69864, -6.09433, 1.31429], [-1.93374, -5.02188, 0.89110], [-0.66059, -5.25388, 0.39090], [-0.14613, -6.53734, 0.30370], [-0.91995, -7.60686, 0.72382], [0.14210, -4.14737, -0.05398], [1.27336, -4.20625, -0.84788], [1.68294, -2.92766, -1.01529], [0.83883, -2.07373, -0.33181], [-0.06984, -2.84560, 0.22458], [-3.69415, -5.92783, 1.70107], [-2.35816, -4.03028, 0.93896], [0.85019, -6.72236, -0.06740], [-0.52962, -8.61311, 0.66353], [1.65569, -5.13301, -1.23080], [2.52915, -2.57540, -1.58069], [-0.88819, -2.51217, 0.83957]],
  "atomic_forces_ev_per_a": [[0.090, -1.066, 0.064], [-0.169, -0.121, 0.043], [0.303, 0.260, -0.060], [0.029, -0.020, -0.020], [-0.076, -0.066, 0.008], [0.138, 0.152, 0.013], [-0.035, -0.098, -0.059], [-0.082, -0.151, -0.022], [-0.590, -0.410, 0.415], [0.234, 0.659, 0.253], [0.593, -0.311, -0.825], [-0.169, 0.679, 0.935], [0.381, -0.128, -0.459], [-0.320, 0.371, 0.620], [0.106, -0.091, -0.176], [0.047, 0.116, 0.042], [-0.096, -0.059, 0.041], [0.068, -0.020, -0.055], [-0.062, 0.108, 0.116], [0.047, 0.069, 0.027], [-0.015, -0.004, 0.010], [-0.005, -0.016, -0.004], [-0.014, 0.005, 0.009], [0.027, -0.002, -0.021], [0.006, 0.007, -0.063], [-0.004, -0.003, 0.018], [-0.003, -0.005, 0.001], [0.007, 0.011, -0.006], [-0.004, -0.006, 0.022], [-0.055, 0.524, -0.987], [0.126, -0.332, 0.426], [-0.078, -0.174, 0.109], [0.035, -0.008, -0.044], [-0.006, 0.073, -0.128], [-0.022, -0.231, 0.302], [-0.275, 0.181, -0.285], [-0.182, 0.281, -0.243], [-0.011, 0.039, -0.051], [-0.052, 0.025, 0.010], [0.009, 0.005, -0.004], [-0.022, 0.032, -0.045], [-0.004, -0.004, -0.001], [0.148, 0.189, -0.073], [-0.216, -0.223, 0.111], [-0.001, 0.094, -0.003], [-0.098, -0.177, -0.007], [0.257, 0.330, -0.167], [-0.144, -0.134, 0.137], [0.142, 0.014, -0.063], [-0.015, -0.098, 0.003], [-0.234, -0.107, 0.055], [0.071, 0.038, 0.029], [0.164, -0.262, -0.007], [-0.085, -0.100, 0.106], [0.002, -0.014, 0.005], [0.030, 0.028, -0.035], [0.022, 0.021, 0.004], [-0.009, 0.000, 0.003], [0.036, 0.027, -0.047], [-0.002, 0.019, 0.012], [0.039, 0.089, 0.011]],
  "lowdin_charge": [1.9212, 0.0624, -0.2559, -0.0210, -0.0701, -0.0767, -0.0215, -0.0762, -0.4361, -0.3395, 0.0963, -0.1364, -0.0579, -0.2534, -0.0014, -0.0300, -0.0362, -0.1240, -0.0046, 0.1081, 0.1170, 0.1099, 0.1034, 0.1062, 0.1368, 0.1231, 0.1206, 0.1145, 0.1128, -0.4310, -0.2041, -0.0141, -0.0413, -0.0463, -0.0718, -0.6702, 0.5768, 0.1384, 0.1147, 0.1186, 0.1118, 0.1770, -0.1668, -0.2161, -0.0021, 0.0052, -0.1605, 0.0052, -0.0020, 0.0061, -0.0216, -0.1183, -0.0964, -0.1331, 0.1304, 0.1130, 0.1112, 0.1303, 0.1223, 0.1063, 0.1370]
}